Formula: C39H80IN2O17P2S8
Source: OMol25
Level of theory: wB97M-V/def2-TZVPD

Last column: Löwdin charge in e.
Element x y z (Å)
H1 -6.519 1.511 4.385  0.0599
H2 1.625 -2.418 -4.695  0.1026
C1 1.726 -1.349 -4.507  -0.2292
H3 -5.567 -0.706 -1.990  0.0480
H4 0.918 5.065 -4.723  0.1114
C2 -5.612 -2.488 -6.572  -0.2084
C3 8.876 2.070 3.482  -0.2162
C4 4.512 -3.763 4.005  -0.2134
H5 -4.873 1.166 4.863  0.0510
C5 -5.716 -3.665 -5.591  -0.2192
C6 -4.126 -2.132 -6.708  -0.2120
H6 -3.907 1.787 -0.341  0.0856
C7 -1.046 -5.072 -9.443  -0.2301
O1 -3.352 4.250 -4.329  -0.3232
C8 10.028 2.239 2.483  -0.2157
C9 1.233 0.591 1.656  -0.0313
C10 -3.162 0.260 1.908  -0.2087
O2 -4.704 -3.152 -3.175  -0.3261
H7 7.911 0.583 0.377  0.1122
H8 -0.416 -1.877 -8.365  0.0823
O3 -3.193 0.815 3.193  -0.3633
H9 3.201 -4.296 2.338  0.1026
H10 2.407 3.513 11.113  0.1101
H11 -0.643 -1.164 3.074  0.0926
H12 -6.061 -2.739 -7.532  0.1114
C11 -0.388 -1.316 2.021  -0.0195
H13 0.669 3.515 11.422  0.1167
H14 8.825 2.827 0.781  0.1198
H15 -1.827 -5.213 -8.695  0.1061
C12 -5.152 -0.578 -0.995  -0.5278
H16 -0.118 -3.868 -7.126  0.1093
O4 -2.321 2.197 -3.325  -0.3356
H17 0.241 -0.857 -1.466  0.1019
H18 2.563 -0.946 -5.074  0.1030
H19 0.445 -6.017 -8.177  0.1135
C13 0.047 -2.686 -8.926  -0.2164
H20 -2.489 -2.172 -5.257  0.0649
H21 -5.955 4.196 2.189  0.0710
P1 -2.082 2.028 5.558  0.3514
H22 -1.085 1.588 3.248  -0.0439
O5 -2.301 2.376 1.522  -0.2253
C14 4.193 -2.290 4.299  -0.2035
C15 -1.582 4.601 -2.402  -0.2013
S1 -4.288 -3.529 -4.498  0.6617
H23 3.113 -2.132 4.283  0.1217
H24 -1.558 -1.046 -3.521  0.0663
I1 0.331 2.569 5.778  0.2929
H25 0.859 -2.297 -9.538  0.1042
O6 -1.323 1.883 9.666  -0.3250
H26 -7.085 2.976 2.723  0.0553
H27 0.131 -2.316 -2.444  0.1222
H28 10.247 1.883 0.335  0.1134
H29 -1.609 3.532 3.320  -0.0182
H30 8.339 3.003 3.645  0.1049
H31 -1.193 -5.758 -10.273  0.1040
H32 -4.185 0.378 1.520  0.0971
C16 0.506 -3.834 -8.022  -0.2163
H33 -0.474 0.886 11.918  0.0986
N1 -0.944 0.634 0.610  0.1326
O7 6.484 1.590 2.452  -0.3014
H34 9.203 1.659 4.433  0.1004
C17 -0.130 0.033 1.380  -0.3908
H35 -6.405 -2.300 -0.468  0.0589
H36 -3.982 -1.179 -7.214  0.1225
H37 -1.102 3.709 -5.832  0.1116
C18 1.493 2.928 11.010  -0.2258
H38 -2.271 1.623 -1.075  0.0295
H39 -5.646 -4.626 -6.096  0.0984
C19 8.623 0.718 1.188  -0.2237
H40 10.810 1.506 2.694  0.1148
P2 -2.352 2.312 3.285  0.3408
H41 1.101 -5.199 -9.597  0.1159
H42 1.215 1.029 2.657  0.0628
O8 7.759 -0.329 3.453  -0.3325
H43 0.544 4.273 -2.445  0.1179
O9 -2.877 3.305 6.274  -0.4792
H44 4.466 -0.480 3.076  0.1105
H45 3.922 -4.436 4.626  0.1113
S2 4.494 -2.418 1.702  0.6680
H46 -5.837 2.557 1.500  0.0640
H47 -6.621 -3.629 -4.989  0.0980
S3 -0.013 1.289 9.627  0.6034
C20 0.402 0.727 11.292  -0.2246
S4 0.211 -0.561 -5.049  0.6959
H48 2.091 2.184 9.054  0.1032
C21 1.783 -1.041 -3.010  -0.2086
H49 -0.653 5.868 -4.767  0.1144
O10 0.507 0.801 -5.425  -0.3246
C22 -0.109 5.010 -4.363  -0.2175
C23 -2.269 1.115 0.973  -0.6394
C24 -0.599 -0.542 -3.442  -0.2163
H50 -3.502 2.895 6.875  -0.0023
H51 2.527 1.089 11.472  0.1123
O11 -0.491 -1.439 -5.965  -0.3428
S5 -3.344 -0.461 -1.059  0.8885
C25 -5.567 1.976 4.642  -0.0580
H52 2.086 -0.003 -2.858  0.1204
N2 -3.872 3.251 3.377  -0.0405
H53 1.446 1.385 0.946  0.0797
H54 5.935 -1.465 3.292  0.0661
C26 -3.571 -2.102 -5.293  -0.2322
S6 -1.177 -3.388 -10.043  0.6621
S7 -2.224 3.575 -3.735  0.6749
H55 2.504 -1.679 -2.502  0.1154
H56 -0.764 0.500 -3.172  0.0806
H57 -1.588 4.023 -1.478  0.1033
C27 -0.167 5.008 -2.826  -0.2097
H58 5.565 -3.958 4.219  0.1140
H59 -6.153 -1.628 -6.172  0.1157
O12 -0.671 -3.337 -11.393  -0.3280
H60 -2.247 5.455 -2.304  0.1047
O13 3.233 -1.969 1.168  -0.3330
H61 -3.004 -0.815 1.894  0.0948
S8 7.724 0.914 2.722  0.6674
C28 -2.994 1.203 -0.386  -0.3772
O14 5.668 -2.486 0.862  -0.3348
H62 -1.196 -1.833 1.512  0.0663
H63 1.593 1.710 12.827  0.1068
C29 1.211 2.592 9.549  -0.2636
H64 9.250 -0.167 1.286  0.1095
O15 -3.440 -4.679 -4.715  -0.3290
H65 10.476 3.228 2.569  0.1116
O16 0.313 0.243 8.699  -0.3510
H66 4.562 -1.982 5.276  0.1173
C30 4.856 -1.491 3.182  -0.2319
H67 -3.911 -1.225 -4.740  0.1153
C31 -5.667 -1.644 -0.014  -0.1630
C32 0.341 -5.140 -8.814  -0.2202
H68 0.105 5.975 -2.407  0.1115
O17 -2.475 -2.860 -9.717  -0.3285
C33 -0.790 3.717 -4.790  -0.2348
H69 1.536 -3.687 -7.698  0.1132
H70 1.992 -0.190 1.623  0.0319
H71 -3.601 -2.895 -7.286  0.1013
C34 4.234 -4.004 2.516  -0.2180
C35 -5.039 2.790 3.476  -0.4738
H72 0.640 -0.333 11.250  0.0963
H73 0.808 3.418 8.969  0.0763
H74 4.906 -4.735 2.074  0.0972
H75 0.510 -1.927 1.946  0.0593
C36 9.459 1.989 1.079  -0.2205
H76 -4.829 -2.264 0.299  0.0515
H77 -5.501 0.392 -0.643  0.0540
C37 -6.057 3.132 2.396  -0.0466
H78 -5.696 2.602 5.522  0.0701
H79 -0.178 2.842 -4.580  0.0744
C38 0.358 -1.248 -2.476  -0.1901
C39 1.592 1.582 11.745  -0.2233
H80 -6.054 -1.191 0.895  0.0592

The calculation puts the total energy at -192886.5554 eV. The highest occupied orbital energy comes out at -0.1327 hartree. For the strongest force on any atom, the calculation gives 3.0 eV/A. As for the LUMO energy: 1.56 eV. Its net charge is -1.